Record 1
13
Properties=species:S:1:pos:R:3:forces:R:3 method="wB97M-V/def2-TZVPD" relative_energy_ev=4.534 multiplicity=1 orbital_gap_ev=8.3
C 1.728824 -0.627956 -0.680406 1.13 -1.24 -1.41
N 1.839621 0.890118 -0.314416 -0.07 -3.25 -2.48
C 0.830592 1.284301 0.270671 -3.28 2.83 4.13
N -0.343070 0.593614 1.095000 1.98 0.55 -2.03
S -0.799136 -0.958691 0.556083 -1.84 0.28 1.43
C -2.408083 -0.709779 -0.167291 2.67 -0.55 1.26
S -2.833726 0.785701 -0.411678 -1.90 1.37 -0.84
H 0.657487 -0.898730 -1.301250 3.77 0.86 1.69
H 1.760516 -1.057731 0.333127 -0.49 -0.55 -0.59
H 2.770725 -1.262267 -1.222541 -3.14 2.80 1.26
H 0.754539 2.393451 0.580834 0.17 -1.65 -0.59
H -1.086291 1.247870 1.524631 1.56 -1.44 -1.37
H -2.871992 -1.679904 -0.262763 -0.56 0.00 -0.46

Record 2
13
Properties=species:S:1:pos:R:3:forces:R:3 method="wB97M-V/def2-TZVPD" relative_energy_ev=3.590 multiplicity=1 orbital_gap_ev=8.7 smiles="C=NNC(=S)SC"
C 2.999952 0.165216 -0.022161 0.42 -3.41 1.32
N 2.290452 -0.928311 0.014775 0.48 0.78 -0.09
N 0.913519 -1.027457 -0.191195 0.01 2.76 0.02
C -0.159279 -0.172303 -0.177143 1.83 1.42 -0.65
S 0.039128 1.538249 -0.251266 -0.20 -2.18 0.31
S -1.710569 -1.076108 -0.231624 0.35 2.77 0.76
C -2.738712 0.449516 0.219857 -1.88 -0.53 -1.40
H 4.137947 -0.188221 0.343212 -3.07 1.92 -1.36
H 2.468720 1.098227 -0.211610 0.97 0.34 0.09
H 0.643179 -1.950772 -0.160896 -0.24 -2.44 0.18
H -2.441176 1.402780 -0.413444 -0.49 -2.36 1.18
H -3.793574 -0.050048 -0.291267 2.44 2.00 2.26
H -2.649583 0.739236 1.372758 -0.63 -1.05 -2.63

Record 3
13
Properties=species:S:1:pos:R:3:forces:R:3 method="wB97M-V/def2-TZVPD" relative_energy_ev=4.405 multiplicity=1 orbital_gap_ev=8.1
C 0.568588 0.862886 -0.057789 1.32 2.39 -0.57
C -0.634625 -1.065194 0.358078 -1.29 -3.63 -0.03
C -1.754208 -0.126369 0.931155 -1.62 -2.54 -3.61
H 3.702335 1.558263 -1.302137 -3.27 -0.77 -2.52
H 1.195449 -0.803933 -0.814509 -2.53 0.89 -0.26
H -0.006009 -1.531803 1.226323 -0.77 1.30 -1.49
H -1.234612 -2.027724 -0.017182 1.69 2.07 -0.15
H -2.535789 -0.691575 1.567978 2.21 1.20 0.28
H -2.519382 0.046120 0.039818 1.80 0.32 1.32
N 1.586006 1.632155 -0.454996 -3.89 -1.17 1.28
N 0.224210 -0.296952 -0.691882 0.29 -3.48 2.06
S 2.113445 1.243108 -2.078367 4.38 0.75 3.21
S -0.705407 1.201018 1.293512 1.67 2.65 0.48

Record 4
13
Properties=species:S:1:pos:R:3:forces:R:3 method="wB97M-V/def2-TZVPD" relative_energy_ev=2.599 multiplicity=1 orbital_gap_ev=8.5
C -1.876946 0.148693 -0.611820 -2.41 -0.67 0.55
N -1.114889 -1.114897 -0.388378 -1.79 1.49 -1.43
C -0.253795 -1.108353 0.483367 2.05 -1.14 1.61
N 0.179834 -0.019520 1.261897 -2.08 0.78 -2.27
S 0.614751 1.256481 0.260003 2.31 0.04 0.54
C 2.222421 0.774841 -0.373777 -0.71 0.78 -1.20
S 3.044736 -0.651139 -0.171319 -0.92 2.07 -0.20
H -1.362155 0.857971 -1.308057 -0.86 -1.04 0.11
H -2.141447 0.811989 0.329149 0.73 -1.53 -1.41
H -2.884917 -0.343782 -0.959404 1.70 1.85 0.11
H 0.334388 -2.009683 0.652813 -0.21 -0.17 0.21
H 0.798370 -0.291107 1.945298 1.95 -0.30 1.81
H 2.439653 1.688502 -1.119774 0.23 -2.15 1.56

Record 5
13
Properties=species:S:1:pos:R:3:forces:R:3 method="wB97M-V/def2-TZVPD" relative_energy_ev=3.880 s_squared=2.012 multiplicity=3 orbital_gap_ev="6.5 / 5.0"
C 0.631813 -0.671544 -0.175144 0.69 -0.21 -0.48
C 0.167253 -1.914179 -0.788822 0.38 0.33 -1.43
C 1.357943 1.515820 0.754846 1.76 -0.60 -2.80
N 1.193559 0.283041 0.198395 -2.02 0.06 0.84
N -1.756647 1.562985 0.524851 2.42 0.40 -0.45
S -2.322714 -0.054096 0.886629 -0.53 -1.67 3.25
S -2.097543 0.740771 -0.983643 0.54 1.77 -2.34
H 0.835490 -2.105632 -1.669011 -0.34 0.06 0.84
H 0.185958 -2.753588 -0.133332 0.31 -0.59 0.62
H -0.843302 -1.872272 -1.210068 0.11 0.42 0.25
H -0.622106 1.653714 0.640576 -2.63 -0.26 -0.56
H 2.216221 1.974219 0.194169 -0.98 0.23 1.42
H 1.054081 1.640766 1.760551 0.28 0.05 0.84

Record 6
14
Properties=species:S:1:pos:R:3:forces:R:3 method="wB97M-V/def2-TZVPD" relative_energy_ev=5.248 multiplicity=1 orbital_gap_ev="7.9 / 7.9"
C -1.203006 -1.104117 0.388299 1.11 1.48 1.14
C -0.005605 -0.502447 1.141427 0.95 -0.63 -2.51
C -0.276042 -0.316323 -1.488519 5.53 1.54 -1.43
N 0.928016 0.101568 0.134726 -4.85 -0.13 -2.31
N -1.300984 -0.941857 -0.889995 -1.72 -0.90 4.00
S -2.490097 -1.569550 -1.822782 -1.74 -0.84 -1.56
S -0.411585 1.229949 -2.367864 0.89 -1.28 -0.98
S 2.442798 -0.454890 0.045223 1.32 -0.61 -0.17
H -1.947679 -1.622518 0.955638 -0.48 -0.31 -0.19
H -0.291783 0.354751 1.787655 0.15 -1.26 0.41
H 0.554797 -1.414952 1.453755 -0.70 0.81 1.42
H 0.191533 -1.112041 -2.189521 -0.08 1.72 1.06
H -1.242613 1.910934 -1.642058 -0.83 0.33 1.10
H 2.949802 0.724835 -0.318594 0.44 0.07 0.02

Record 7
14
Properties=species:S:1:pos:R:3:forces:R:3 method="wB97M-V/def2-TZVPD" relative_energy_ev=3.860 multiplicity=1 orbital_gap_ev=7.6
C 1.194766 0.193070 0.820325 0.30 -1.03 4.71
C 0.212223 1.405518 0.794505 0.16 1.63 -1.72
C -2.080407 0.012194 -0.232412 -3.73 2.86 0.29
H 1.181988 -0.490528 -0.972515 -1.11 -0.83 -1.68
H 2.390976 0.547326 -0.773102 -0.22 -0.30 0.37
H 2.052051 0.586856 1.444226 -1.23 -0.28 0.03
H 0.797526 -0.827951 1.416101 0.53 3.04 -1.60
H -3.302983 0.237593 -0.397302 2.95 -1.30 0.22
H -0.360145 -2.745357 -1.094469 -3.26 -0.03 -0.79
N 1.866386 -0.217370 -0.333790 0.88 0.59 -1.16
N -1.323334 -0.903509 -0.549224 0.32 -1.22 -0.42
S 0.697150 3.010485 0.734329 0.84 -1.46 0.76
S -1.490968 1.554700 0.425024 -0.22 -1.28 0.24
S -1.835229 -2.363028 -1.281695 3.78 -0.38 0.75

Record 8
14
Properties=species:S:1:pos:R:3:forces:R:3 method="wB97M-V/def2-TZVPD" relative_energy_ev=1.865 multiplicity=1 orbital_gap_ev=8.4 smiles="CSC(=S)NC(N)=S"
C 3.042188 -0.442872 0.320655 -2.48 -0.01 1.56
S 1.456418 -1.352153 -0.504393 1.81 2.27 1.54
C 0.267544 -0.018817 -0.169234 0.43 -0.97 -0.88
S 0.611370 1.579951 -0.143335 0.44 -0.03 0.01
N -0.940868 -0.620543 -0.155485 -3.87 -1.53 0.91
C -2.349428 -0.062510 -0.229580 0.92 -0.20 1.59
N -2.345278 1.259602 -0.279105 -1.03 -0.84 -0.50
S -3.779750 -0.898580 0.026867 1.47 -0.36 -0.35
H 2.599174 -0.251929 1.516799 1.29 0.59 -3.89
H 3.668761 -1.272781 0.598486 0.69 -0.31 -0.73
H 3.518014 0.367685 -0.407498 -1.33 -1.69 2.16
H -1.020516 -1.587442 0.269917 0.43 1.45 -1.16
H -1.451789 1.609084 -0.562460 0.24 1.57 0.03
H -3.275840 1.691308 -0.281633 1.00 0.04 -0.27

Record 9
14
Properties=species:S:1:pos:R:3:forces:R:3 method="wB97M-V/def2-TZVPD" relative_energy_ev=1.617 multiplicity=1 orbital_gap_ev=8.2
C 0.824004 0.022807 -1.132235 0.15 -0.72 -0.61
C 0.603366 0.414539 0.291046 0.05 0.28 1.06
N 1.328216 1.202233 1.003728 -0.38 -0.49 -0.82
S 2.649908 1.941748 0.218524 -0.19 -0.26 -0.22
N -0.554123 -0.073228 0.951192 0.12 0.12 0.73
S -1.056190 -1.685705 0.779906 -0.29 0.27 -0.28
C -2.567023 -1.454492 -0.054313 -0.20 0.26 -0.14
S -3.545567 -2.660473 -0.497064 0.20 0.15 0.09
H 1.806307 -0.509330 -1.230620 -0.81 0.40 0.08
H 0.015716 -0.630746 -1.551983 0.76 0.62 0.50
H 0.892774 0.934334 -1.740292 -0.01 -0.15 0.08
H 3.006954 2.645169 1.280554 0.14 0.22 0.29
H -0.603595 0.240716 1.936404 0.20 -0.12 -0.96
H -2.800748 -0.387572 -0.254849 0.26 -0.58 0.19

Record 10
13
Properties=species:S:1:pos:R:3:forces:R:3 method="wB97M-V/def2-TZVPD" charge=+1 relative_energy_ev=1.431 s_squared=2.005 multiplicity=3 orbital_gap_ev="7.4 / 6.8"
C 0.586683 -1.124963 0.623969 1.75 0.20 0.29
C -0.023920 0.033227 0.142081 -0.87 1.73 0.50
C 0.381396 1.487411 0.156825 3.91 -0.07 -1.12
N -0.250400 -2.091404 0.295574 4.11 -2.77 1.88
N -1.414463 -1.659725 -0.165019 -5.22 -2.64 -1.40
N -1.278381 -0.373186 -0.262672 2.51 5.24 -0.33
O 0.311948 2.125307 -1.090021 -2.29 0.62 0.40
H 1.577812 -1.172649 1.132402 -1.07 -0.39 -0.59
H 1.523183 1.633773 0.437591 -2.45 -0.70 0.55
H -0.288600 2.132927 0.642952 -0.80 0.24 2.02
H 0.867058 1.744342 -1.715462 1.72 -1.08 -1.82
H -0.102723 -3.093121 0.365653 -0.09 0.28 0.10
H -1.889592 0.358060 -0.563872 -1.21 -0.65 -0.47

Ordered strongest force on any atom results: 5.99 3.88 5.48 3.17 3.69 5.92 4.83 4.26 1.11 6.02; unit eV Å⁻¹.